C37H62F3O17SY | wB97M-V/def2-TZVPD

highest occupied orbital energy: -0.4627 Ha
total charge: +2
energy above the lowest of the compared OMol25 structures with the same formula, charge and spin: 1665.6 kJ/mol
calculated total energy: -3461.14676 Ha
frontier orbital gap: 1.183 eV

Geometry (Å):
Y 19.189960 19.333040 10.631250
C 20.587440 15.562590 4.008860
F 21.612160 15.171270 4.754540
F 20.982890 15.487370 2.721900
F 19.552930 14.794600 4.244980
S 20.146360 17.426090 4.656030
O 20.007590 17.420340 6.118550
O 21.240960 18.271100 4.181990
O 18.862140 17.690440 3.976140
C 22.374010 8.553130 8.095290
C 21.265910 9.283620 7.329630
C 21.288460 8.662800 5.950180
O 22.464010 7.863190 5.939320
C 23.335590 8.295700 6.940850
H 21.975450 7.642440 8.542380
H 22.866970 9.131760 8.876500
H 21.468860 10.352300 7.399190
H 20.354250 9.089940 7.894840
H 21.279100 9.490680 5.241220
H 20.432730 8.017190 5.752690
H 23.929670 9.163830 6.655330
H 24.083190 7.521930 7.115410
C 14.586210 15.136360 -0.024770
C 13.461300 15.537110 -0.949550
C 13.694270 14.574930 -2.132630
O 15.117560 14.465600 -2.235070
C 15.747490 14.841000 -0.991620
H 14.410060 14.290500 0.639760
H 14.710810 16.033230 0.582030
H 13.493150 16.590690 -1.227140
H 12.500570 15.393040 -0.455240
H 13.345710 15.035770 -3.056880
H 13.310770 13.576220 -1.923770
H 16.286920 15.781070 -1.107360
H 16.409840 14.018000 -0.723180
C 22.265650 18.681430 -3.282660
C 23.682740 18.747970 -3.802570
C 23.756020 20.243020 -4.135520
O 23.119860 20.849550 -3.067960
C 22.263030 19.897910 -2.381880
H 22.078810 17.808730 -2.656890
H 21.527220 18.850870 -4.066310
H 23.855430 18.183430 -4.718850
H 24.467070 18.447430 -3.107880
H 23.253430 20.408960 -5.088390
H 24.778780 20.617790 -4.175800
H 21.310680 20.317980 -2.058370
H 22.754170 19.676850 -1.434240
C 27.375410 21.600180 1.461250
C 28.840870 21.753710 1.884800
C 28.576550 22.928310 2.971030
O 27.673300 23.708550 2.210570
C 26.857050 23.019570 1.262450
H 26.714990 21.095030 2.166060
H 27.230690 21.024670 0.546950
H 29.532290 22.100910 1.117020
H 29.151860 20.896440 2.481860
H 29.490770 23.448580 3.256720
H 28.043390 22.575530 3.853860
H 27.116190 23.228450 0.224510
H 25.779480 23.120650 1.391790
O 15.368080 15.674720 9.175850
C 14.798820 14.793050 8.492880
O 13.826220 15.151410 7.643260
C 13.307230 14.018090 6.988260
C 14.272680 12.891190 7.246310
C 14.943160 13.274510 8.598510
H 13.141780 14.166340 5.921140
H 12.375710 13.817120 7.517400
H 15.027120 12.821730 6.462670
H 13.721660 11.968420 7.427890
H 15.988210 12.972980 8.527520
H 14.462640 12.802700 9.455600
O 15.738880 21.690300 6.747490
C 15.212560 22.241590 5.824780
O 15.646020 23.471100 5.358340
C 14.872190 23.931520 4.282520
C 13.881590 22.781670 3.911060
C 13.999410 21.722210 4.997170
H 15.483510 24.107310 3.397380
H 14.359220 24.865650 4.511380
H 14.035550 22.347060 2.923380
H 12.848830 23.123210 3.841520
H 14.097610 20.737670 4.539850
H 13.077290 21.740040 5.578100
O 24.546640 17.747420 9.138410
C 25.510060 17.296170 8.538110
O 26.139160 18.037550 7.666390
C 27.156550 17.303120 6.951690
C 27.449410 16.185160 7.836690
C 26.189680 15.962370 8.603120
H 28.085500 17.857460 6.817970
H 26.696980 16.892640 6.052580
H 28.292590 16.406680 8.490960
H 27.755650 15.381410 7.167140
H 26.314890 15.504340 9.584260
H 25.544840 15.299220 8.026470
O 29.962290 13.135470 2.846210
C 29.040620 13.016660 2.090050
O 28.423880 14.119810 1.602690
C 27.374830 13.728230 0.726940
C 27.028880 12.300410 1.117460
C 28.327910 11.806740 1.562050
H 27.691000 13.827150 -0.311500
H 26.491700 14.330300 0.940660
H 26.561130 11.714720 0.326080
H 26.252620 12.326480 1.882200
H 28.899940 11.321090 0.771480
H 28.255620 11.025240 2.318450
O 22.056580 23.293110 7.975650
C 22.799780 24.121140 7.470590
O 23.550190 25.001230 8.228230
C 24.332400 25.831890 7.376860
C 23.563750 25.807710 6.077590
C 23.000590 24.402070 5.989030
H 25.310490 25.390150 7.186280
H 24.535030 26.867520 7.649800
H 24.231480 26.095270 5.265460
H 22.756110 26.529900 5.958200
H 23.740380 23.647540 5.721670
H 22.093030 24.350910 5.387510

Cartesian forces, eV/Å:
0.0 0.0 -0.4
0.7 1.8 0.6
0.2 -0.2 0.2
-0.8 0.4 1.0
-0.3 -0.2 -0.3
-0.4 -0.7 -1.1
0.2 -0.4 -1.2
-0.6 -0.6 0.3
1.1 -0.1 0.7
0.8 0.5 -0.1
-0.4 0.0 2.1
0.0 0.2 0.7
-0.1 0.0 -1.6
0.2 -1.0 0.9
0.3 -0.2 -0.2
-0.3 0.1 0.1
-0.1 0.1 -0.5
-0.3 0.2 -0.4
0.4 -0.2 -0.7
0.1 0.0 -0.1
-0.3 0.6 -0.1
-0.2 -0.3 0.0
0.6 0.7 0.4
-0.8 -1.4 -0.2
0.4 1.5 0.4
0.3 0.2 0.4
-1.3 0.1 -0.1
-0.4 0.0 -0.2
0.8 -0.3 0.4
0.3 -0.1 -0.2
-0.1 -0.1 -0.2
-0.2 -0.6 -0.2
-0.4 0.0 -0.2
0.5 -0.1 -0.4
0.1 0.2 0.2
0.0 0.0 1.1
0.3 0.0 -1.6
1.1 -1.2 0.3
-1.5 0.8 1.2
0.8 0.4 -0.2
-0.3 -0.2 -0.4
0.0 -0.5 -0.1
-0.2 -0.2 0.1
-0.3 0.1 0.3
-0.2 0.3 -0.2
0.0 0.2 -0.2
-0.1 0.4 -0.6
0.4 -0.2 0.3
-0.7 -1.0 -1.2
-1.5 0.6 2.9
0.0 -1.6 -2.7
-0.8 2.7 0.1
1.9 -1.8 0.6
0.5 -0.1 0.6
0.2 0.0 -0.2
-0.1 -0.2 0.1
0.5 -0.2 -0.6
-0.4 0.5 -0.2
0.1 -0.4 0.2
0.1 1.1 0.0
0.1 0.4 0.4
-1.1 -2.6 -2.0
1.1 2.8 3.3
1.2 0.5 -0.2
-0.9 -0.9 0.2
0.0 -0.7 1.2
0.2 0.4 -2.1
-0.1 0.5 0.2
-0.3 -0.1 -0.5
-0.1 -0.3 0.0
0.2 -0.2 -0.7
0.0 0.2 0.5
0.0 0.5 0.1
0.1 0.3 -0.2
-0.3 -0.3 -0.3
-0.1 -1.3 0.9
-1.1 -0.6 -1.6
-0.8 0.3 -0.4
0.4 1.2 -0.2
0.4 0.2 0.3
0.1 -0.1 0.4
0.6 0.2 0.0
0.1 0.3 0.2
0.5 0.0 0.6
0.3 -0.2 0.5
0.9 -1.0 -0.4
-1.5 0.6 1.9
0.9 1.8 -1.7
-0.5 0.6 -0.1
1.7 -1.7 0.5
-0.7 -1.1 0.0
-0.6 0.6 -0.5
0.2 0.6 -0.4
0.0 0.0 0.1
0.0 -0.5 0.5
-0.2 0.4 0.0
-0.2 -0.2 0.0
-0.2 -0.5 -0.3
0.7 0.6 0.7
-0.2 0.2 -0.2
-1.1 0.1 -0.1
-1.6 0.3 -0.9
1.2 -1.9 1.0
0.0 0.1 0.0
0.3 0.5 -0.3
0.3 0.1 -0.3
0.3 0.0 0.4
0.2 0.3 -0.2
0.2 0.2 0.2
1.5 1.3 -0.5
-1.6 -0.5 1.1
-0.4 -0.7 0.2
0.0 0.1 -1.5
0.5 0.5 -1.7
0.3 0.4 1.0
0.1 -0.3 0.3
-0.6 -0.2 1.0
0.1 -0.3 -0.2
-0.1 0.1 0.7
0.0 0.0 -0.6
0.1 -0.4 0.3

These are the Mulliken partial charges, in e, on atoms 1 to 5:
1. Y 1.401
2. C 0.629
3. F -0.204
4. F -0.193
5. F -0.184